Entry 1:
The following is a quantum chemistry calculation of a cluster of 2 separate species, CH2NO3S in total, from the Open Molecules 2025 dataset.

Each line ends with the Löwdin charge.
Positions of all 8 atoms, in Å:
C1 -0.4640 0.4658 -0.4466  -0.234
N1 0.1997 -0.6754 -0.5455  -0.534
O1 -0.3396 -1.7806 -0.3400  -0.067
O2 1.2714 -0.5990 -1.1429  -0.027
O3 0.2499 1.6283 -0.4793  -0.046
S1 -1.1960 0.3649 2.0951  0.168
H1 1.1701 1.3516 -0.5226  0.071
H2 -0.8914 -0.7556 1.3819  -0.331

Results
Kohn-Sham gap (alpha / beta): 6.66 / 7.34 eV
charge: -1



Entry 2:
The following is a quantum chemistry calculation of a structure of composition C17H9Br5N5O7S4Sn, from the Open Molecules 2025 dataset.

Each line ends with the Löwdin charge.
Positions of all 48 atoms, in Å:
Sn1 -0.5128 -0.9005 -0.8570  0.948
O1 3.4897 -5.4187 -3.4778  -0.080
C1 2.6203 -4.7848 -2.9364  -1.030
S1 1.1419 -4.2493 -3.7409  0.966
C2 0.3806 -3.5248 -2.3388  -1.158
C3 1.0685 -3.5783 -1.1772  -1.152
S2 0.6063 -2.7558 0.2744  0.619
S3 2.6543 -4.3274 -1.2289  0.957
S4 -1.0680 -2.6058 -2.5631  0.634
N1 2.6063 0.1193 1.7939  0.052
N2 3.0970 1.1392 0.9906  -0.020
C4 3.0521 1.0264 -0.3578  -0.413
N3 3.5017 2.0899 -1.0476  0.176
N4 2.5891 -0.1074 -0.8523  0.146
N5 2.5431 -0.1964 -2.2036  -0.416
O2 3.3331 0.3977 -2.9307  0.037
O3 1.6374 -0.8912 -2.6562  -0.021
H1 1.6423 0.2895 2.0569  0.033
H2 3.2144 -0.0169 2.5866  0.086
H3 3.1254 2.0813 1.3545  0.139
H4 3.5116 2.9849 -0.5931  0.110
H5 3.3936 2.0468 -2.0492  0.080
Br1 -5.8453 0.5564 3.4441  0.686
C5 -4.1392 0.5089 2.6353  -0.760
C6 -3.0891 1.2401 3.1665  -0.764
Br2 -3.3274 2.2984 4.7128  0.683
C7 -1.8341 1.1944 2.5449  -0.631
Br3 -0.3563 2.1722 3.2094  0.750
C8 -1.6253 0.4331 1.4072  -0.385
O4 -0.4530 0.3661 0.7811  -0.241
C9 -2.6997 -0.3224 0.8671  -0.400
O5 -2.4608 -1.0399 -0.2117  -0.236
C10 -3.9391 -0.2688 1.4876  -0.643
Br4 -5.3172 -1.2880 0.7044  0.766
Br5 -2.7392 6.3042 -5.5146  0.709
C11 -1.9822 4.8959 -4.4895  -0.690
C12 -2.7666 3.8044 -4.1583  -0.117
C13 -2.2064 2.7774 -3.4133  0.001
C14 -0.8822 2.8527 -2.9999  -0.115
C15 -0.1149 3.9592 -3.3404  -0.011
C16 -0.6583 4.9882 -4.0921  -0.124
C17 -0.2597 1.7583 -2.1769  -0.535
O6 -0.9970 0.6919 -2.0872  -0.124
O7 0.8467 1.8996 -1.6817  0.048
H6 -3.7979 3.7571 -4.4785  0.100
H7 -2.7931 1.9097 -3.1457  0.124
H8 0.9128 3.9995 -3.0059  0.115
H9 -0.0666 5.8503 -4.3664  0.097

Results
Kohn-Sham gap: 7.16 eV
charge: -1



Entry 3:
The following is a quantum chemistry calculation of the ion C3H8N3 with charge +1, from the Open Molecules 2025 dataset.

Each line ends with the Löwdin charge.
Positions of all 14 atoms, in Å:
C1 -2.7217 -0.1365 -0.3181  0.057
C2 0.4174 0.2385 0.0840  -0.282
C3 0.8930 -1.1305 0.4142  0.003
N1 -1.8654 0.3970 0.3811  -0.009
N2 -0.6945 0.8539 0.1905  0.075
N3 1.6493 1.1716 -0.1326  0.237
H1 -2.6823 -0.0839 -1.3441  0.075
H2 -3.5245 -0.4538 0.2104  0.062
H3 0.2313 -1.8871 -0.0808  0.123
H4 0.9268 -1.2810 1.4200  0.070
H5 1.7961 -1.3448 -0.0456  0.063
H6 1.2417 2.0894 -0.1840  0.154
H7 1.9766 0.7859 -1.0937  0.209
H8 2.3562 0.7811 0.4987  0.163

Results
Kohn-Sham gap: 9.85 eV
charge: +1
structure (SMILES): C=N/N=C(\C)[NH3+]



Entry 4:
The following is a quantum chemistry calculation of the ion C3H6ClN2O with charge +1, from the Open Molecules 2025 dataset.

Each line ends with the Löwdin charge.
Positions of all 13 atoms, in Å:
C1 1.3962 -0.7622 0.6249  -0.463
C2 -0.1720 -0.5074 0.3491  -0.120
C3 0.3612 -1.1403 -1.2642  -0.607
N1 1.6190 -1.3141 -0.5917  0.101
N2 -0.6672 0.8401 0.5686  0.181
O1 1.9867 -0.4235 1.5732  0.169
Cl1 -0.4687 -2.5565 -1.7071  0.735
H1 -0.8683 -1.1268 0.9361  0.157
H2 0.3169 -0.4763 -2.0613  0.073
H3 2.4356 -1.7239 -0.8718  0.131
H4 -0.0539 1.6360 0.0868  0.246
H5 -0.8452 1.0569 1.5833  0.204
H6 -1.5024 0.6147 -0.0343  0.193

Results
Kohn-Sham gap: 10.17 eV
charge: +1
structure (SMILES): [NH3+][C@@H]1C(=O)N[C@H]1Cl



Entry 5:
The following is a quantum chemistry calculation of a structure of composition C4H2O, from the Open Molecules 2025 dataset.

Each line ends with the Löwdin charge.
Positions of all 7 atoms, in Å:
C1 0.7026 0.2107 0.8864  0.006
C2 -0.1148 0.0363 -0.3143  -0.275
C3 -0.7116 0.4704 -1.3485  -0.194
C4 -0.1291 -0.9025 0.8671  0.050
O1 -1.0592 0.8226 -2.4237  0.106
H1 1.6133 1.2630 1.1883  0.234
H2 -0.3012 -1.9004 1.1446  0.073

Results
Kohn-Sham gap: 7.91 eV
charge: 0



Entry 6:
The following is a quantum chemistry calculation of the ion C5H14N with charge +2, from the Open Molecules 2025 dataset.

Each line ends with the Löwdin charge.
Positions of all 20 atoms, in Å:
C1 -1.7123 -0.1394 -0.4703  -0.083
C2 -0.4707 0.6855 -0.8591  -0.094
C3 0.7403 0.7759 0.1948  -0.116
C4 1.4390 -0.5847 0.6315  -0.084
C5 2.2517 -1.3152 -0.5061  0.027
N1 -2.0880 0.5632 0.8392  0.190
H1 -1.6528 -1.2157 -0.4580  0.142
H2 -2.4060 0.0327 -1.2982  0.154
H3 0.0261 0.1275 -1.6910  0.144
H4 -0.6170 1.7641 -1.1536  0.176
H5 1.4258 1.4846 -0.1956  0.117
H6 0.3825 1.3747 1.0599  0.121
H7 2.1769 -0.2607 1.3924  0.203
H8 0.6522 -1.1907 1.1430  0.134
H9 3.1813 -1.7707 -0.0176  0.182
H10 2.5921 -0.6989 -1.3091  0.096
H11 1.7886 -2.2325 -0.9456  0.134
H12 -2.1424 1.5579 0.7649  0.159
H13 -2.9392 0.1003 1.3121  0.227
H14 -1.3400 0.4528 1.5773  0.170

Results
Kohn-Sham gap (alpha / beta): 13.82 / 6.02 eV
charge: +2
spin multiplicity: 2



Entry 7:
The following is a quantum chemistry calculation of a structure of composition C3H13N3O, from the Open Molecules 2025 dataset.

Each line ends with the Löwdin charge.
Positions of all 20 atoms, in Å:
N1 0.9972 0.3456 -1.4921  -0.079
C1 -0.4331 0.0079 -1.4442  -0.366
C2 -0.6351 -1.2641 -0.5820  -0.339
N2 -2.0428 -1.4913 -0.2538  -0.028
H1 1.1647 0.5207 -0.1974  -0.021
H2 1.5352 -0.4276 -1.8391  -0.030
H3 1.2240 1.1900 -1.9801  -0.069
H4 -1.0203 0.8210 -0.9989  0.086
H5 -0.7534 -0.1385 -2.4640  0.047
H6 -0.2573 -2.1307 -1.1833  0.089
H7 -0.0078 -1.1508 0.3429  0.078
H8 -2.0625 -2.3421 0.3602  0.077
H9 -2.3031 -0.7574 0.3872  0.038
N3 1.4789 0.7852 0.9185  0.001
C3 -0.0468 1.0240 1.8714  -0.448
O1 -0.6019 -0.0806 2.2004  -0.248
H10 2.0281 1.6558 0.9867  0.031
H11 1.9104 0.1192 1.5435  0.050
H12 0.3875 1.6315 2.6958  0.065
H13 -0.5619 1.6823 1.1285  0.066

Results
Kohn-Sham gap (alpha / beta): 3.28 / 8.63 eV
charge: -1
spin multiplicity: 2



Entry 8:
The following is a quantum chemistry calculation of the ion C21H19N4 with charge -1, from the Open Molecules 2025 dataset.

Each line ends with the Löwdin charge.
Positions of all 44 atoms, in Å:
C1 2.3826 1.4901 -3.5310  -0.088
N1 2.9019 0.6557 -2.4672  -0.246
C2 3.7244 -0.4567 -2.8954  -0.085
C3 2.6019 0.8781 -1.1270  -0.273
C4 1.9544 -0.1201 -0.3741  -0.007
C5 1.7206 0.0555 0.9820  -0.016
C6 2.1945 1.1877 1.6491  -0.156
C7 1.9718 1.4178 3.1711  -0.200
C8 0.8232 0.5998 3.7477  -0.297
C9 -0.1649 1.1745 4.5567  -0.299
N2 -0.9769 1.6558 5.2568  0.056
C10 0.8779 -0.7879 3.7568  -0.354
N3 0.7769 -1.9626 3.7771  0.101
C11 2.8380 2.1853 0.8989  -0.041
C12 2.9920 2.0700 -0.4737  -0.015
H1 1.5996 2.1480 -3.1320  0.089
H2 3.1714 2.1041 -3.9928  0.073
H3 1.9539 0.8577 -4.3253  0.075
H4 4.0443 -1.0372 -2.0244  0.090
H5 3.1673 -1.1012 -3.5883  0.075
H6 4.6148 -0.0905 -3.4287  0.076
H7 1.6249 -1.0355 -0.8653  0.115
H8 1.1953 -0.7378 1.5074  0.096
H9 1.7165 2.4692 3.3922  0.156
H10 3.2778 3.0412 1.4200  0.112
H11 3.5098 2.8423 -1.0421  0.108
C13 3.0577 1.1075 5.4605  -0.005
C14 3.2312 1.0310 3.9216  -0.401
C15 3.5071 -0.3733 3.5453  -0.206
N4 3.8398 -1.4685 3.3131  0.204
C16 4.4136 1.9355 3.4980  -0.181
C17 4.4742 3.2474 3.9907  -0.045
C18 5.6209 4.0196 3.7880  -0.088
C19 6.6655 3.5262 2.9923  -0.107
C20 6.5739 2.2443 2.4460  -0.080
C21 5.4408 1.4541 2.6857  -0.031
H12 2.7530 2.1122 5.7862  0.087
H13 2.3018 0.3743 5.7840  0.095
H14 4.0334 0.8488 5.8991  0.096
H15 3.6279 3.6552 4.5541  0.115
H16 5.6971 4.9997 4.2645  0.098
H17 7.5621 4.1343 2.8353  0.094
H18 7.3858 1.8352 1.8426  0.099
H19 5.3586 0.4615 2.2346  0.112

Results
Kohn-Sham gap: 6.19 eV
charge: -1



Number 1: strongest force on any atom 0.11153 hartree/bohr, DFT total energy -19532.7505 eV. Number 2: strongest force on any atom 0.01133 hartree/bohr, DFT total energy -438945.3870 eV. Number 3: strongest force on any atom 0.09653 hartree/bohr, DFT total energy -7701.1257 eV. Number 4: strongest force on any atom 0.08693 hartree/bohr, DFT total energy -20749.5183 eV. Number 5: strongest force on any atom 0.12007 hartree/bohr, DFT total energy -6221.5635 eV. Number 6: strongest force on any atom 0.08578 hartree/bohr, DFT total energy -6879.8527 eV. Number 7: strongest force on any atom 0.04465 hartree/bohr, DFT total energy -9836.6338 eV. Number 8: strongest force on any atom 0.05216 hartree/bohr, DFT total energy -28045.6210 eV.